Entry 1:
# C34H73N4O12P3

A 7-piece molecular cluster, C34H73N4O12P3 overall (ωB97M-V/def2-TZVPD, the Open Molecules 2025 dataset).

Geometry as XYZ:
```
126
Properties=species:S:1:pos:R:3:forces:R:3
C 1.15782 6.66107 2.70500 1.44 0.95 -0.69
C 1.56627 7.36468 1.37708 0.30 -1.30 0.92
O 2.53552 6.50184 0.70030 -0.16 0.26 0.18
P 2.57842 6.43156 -0.88510 1.29 0.81 0.42
O 3.09738 7.56032 -1.66175 0.31 -0.19 0.45
O 3.36450 5.04951 -0.99665 0.24 -0.02 -0.51
C 4.14099 4.89208 -2.20294 1.31 0.42 -0.32
C 4.71826 3.49489 -2.28405 -2.11 -0.64 0.37
O 1.13080 6.14887 -1.33057 -1.23 0.21 -0.83
C 0.50431 4.94686 -0.92194 -0.06 -1.26 -0.12
C 0.67259 3.87497 -2.03123 0.02 0.95 1.75
H 2.04173 6.42803 3.31900 -0.14 -0.09 -0.46
H 0.55671 7.29082 3.33251 -0.52 0.52 0.05
H 0.62437 5.78268 2.46995 -0.58 -1.19 -0.09
H 0.71608 7.45932 0.70664 -0.12 0.46 0.15
H 2.07364 8.28873 1.60835 -0.09 0.45 -0.29
H 3.57049 5.13474 -3.11887 -0.04 -0.15 0.54
H 4.96963 5.60884 -2.15746 -0.26 0.07 -0.03
H 5.28324 3.31981 -3.16471 0.94 0.30 -0.73
H 5.24253 3.14748 -1.39927 0.14 0.24 0.04
H 3.85303 2.82775 -2.44629 0.20 -0.14 0.39
H 0.98920 4.60072 -0.01352 -0.35 -0.10 0.32
H -0.54279 5.21529 -0.75050 0.16 -0.39 0.07
H 1.73482 3.70057 -2.18623 -0.08 -0.02 -0.19
H 0.18820 2.96210 -1.71297 -0.27 -0.22 -0.09
H 0.19625 4.32600 -2.86195 -0.35 -0.11 -1.32
C -7.19774 2.96276 -1.66529 1.34 -0.07 0.39
C -5.80370 2.68686 -2.24148 -1.17 1.12 -1.65
O -5.28409 1.63532 -1.54028 0.90 -2.04 2.50
P -3.79897 1.18295 -1.80201 -0.19 1.35 -0.03
O -2.76928 2.19271 -1.57381 0.37 0.14 -0.06
O -3.54071 -0.04721 -0.89926 -0.18 -1.12 0.78
C -4.51816 -1.09362 -0.61764 -0.17 0.15 -0.09
C -5.10407 -0.89400 0.77880 1.40 0.07 0.35
O -4.03565 0.73379 -3.28576 1.34 -1.19 -1.30
C -2.88491 0.16212 -4.03488 -0.07 0.29 0.56
C -1.93444 1.30969 -4.46722 -0.11 -0.55 1.08
H -7.64069 3.80442 -2.15000 -0.43 0.57 -0.24
H -7.83345 2.09956 -1.73337 -0.27 -0.44 -0.34
H -7.07394 3.14971 -0.59559 -0.08 0.28 -0.08
H -5.82933 2.31450 -3.28617 -0.36 0.82 0.18
H -5.11531 3.54881 -2.17857 -0.46 -0.11 -0.03
H -5.27016 -1.01488 -1.38249 -0.54 -0.09 -0.29
H -4.00511 -2.04437 -0.77937 0.06 0.13 0.41
H -5.82309 -0.08354 0.82967 -0.03 0.11 -0.15
H -5.52345 -1.78587 1.22826 -0.28 -0.32 -0.37
H -4.25038 -0.65965 1.44620 -0.43 0.11 -0.26
H -2.44849 -0.64508 -3.40604 0.22 0.82 -0.11
H -3.33795 -0.40367 -4.83244 -0.23 0.29 -0.59
H -2.51131 2.15407 -4.82935 -0.17 0.02 -0.05
H -1.36520 1.63924 -3.58772 -0.30 0.07 -0.19
H -1.19443 1.05669 -5.21301 -0.04 -0.50 -0.35
C -0.37807 -8.77959 0.11531 0.69 -0.69 0.10
C -0.20389 -7.42716 -0.45374 -0.68 0.45 -1.14
O 0.20834 -6.54309 0.56828 -0.08 -0.52 1.26
P -0.11666 -5.02390 0.54869 -1.89 1.12 -1.16
O -1.52308 -4.54010 0.45332 1.38 -0.79 0.17
O 0.61839 -4.40890 1.75164 -0.75 0.38 1.14
C 1.98155 -4.59155 2.08313 0.22 -1.53 1.18
C 2.09857 -5.68466 3.20573 -0.84 1.35 -0.23
O 0.76542 -4.65109 -0.71308 0.04 -0.16 0.37
C 0.43656 -3.48216 -1.42902 -0.23 0.02 -0.39
C 1.27355 -3.56833 -2.66717 -0.47 0.68 -0.11
H -0.73059 -9.45934 -0.66922 0.04 0.01 0.33
H 0.58616 -9.11200 0.49609 -0.01 -0.37 0.04
H -1.06944 -8.73815 0.95485 -0.16 -0.10 -0.12
H 0.46888 -7.30585 -1.29168 0.74 -0.49 -0.03
H -1.14232 -7.15664 -0.91459 -0.67 0.70 0.31
H 2.47953 -4.96466 1.21415 0.68 0.21 -0.65
H 2.31188 -3.59911 2.39046 0.44 -0.32 -0.02
H 1.72224 -5.23044 4.11339 -0.41 -0.03 0.32
H 1.51467 -6.59504 3.00621 0.30 0.40 -0.24
H 3.11104 -5.91988 3.45616 0.80 -0.26 -0.30
H -0.62778 -3.50887 -1.65453 -0.14 0.05 -0.14
H 0.59838 -2.57213 -0.84176 0.31 -0.14 0.00
H 0.99832 -4.45842 -3.23677 0.16 0.13 0.00
H 1.01838 -2.67051 -3.22288 0.37 -0.12 -0.58
H 2.32509 -3.57874 -2.39876 0.17 -0.02 -0.15
C -3.29329 -2.85523 3.61513 -0.24 0.66 0.15
C -2.44112 -2.52761 4.83714 -0.25 -1.85 -0.12
C -3.15033 -2.54755 6.17517 0.21 1.41 0.51
C -3.97517 -3.68902 6.42175 -1.00 -0.79 -0.44
N -4.67566 -4.59226 6.53158 0.10 -0.05 0.17
H -2.62841 -2.86879 2.75948 -0.15 -0.11 -0.40
H -4.13119 -2.16862 3.43849 0.38 0.31 0.07
H -3.79056 -3.80748 3.70802 0.18 -0.58 0.08
H -1.92986 -1.58306 4.74833 0.38 0.19 -0.11
H -1.73947 -3.37953 4.95101 0.24 0.75 -0.49
H -3.74080 -1.62271 6.31477 0.17 -0.45 0.17
H -2.36580 -2.60594 6.92448 0.02 0.48 0.37
C 1.13648 0.11861 -2.68391 0.87 -0.16 1.75
C 2.53702 -0.12542 -2.07235 -1.11 0.89 -0.06
C 3.56809 -0.30265 -3.18749 0.35 0.08 0.70
C 4.91168 -0.19476 -2.60331 0.72 -0.05 -0.19
N 5.95988 -0.03841 -2.14695 -0.67 -0.15 -0.27
H 1.25094 0.94910 -3.36338 -0.42 -0.16 -0.79
H 0.50644 0.49051 -1.86834 -0.20 -0.20 -0.21
H 0.75773 -0.83531 -3.02488 -0.44 0.36 -0.75
H 2.52946 -0.95300 -1.35007 0.19 0.10 -0.33
H 2.70839 0.79235 -1.49813 0.57 -0.20 0.00
H 3.49964 0.45778 -3.97706 -0.19 -0.09 0.27
H 3.41379 -1.27368 -3.64412 0.22 -0.21 -0.19
C 3.34623 2.10179 2.47099 0.54 -0.24 -1.17
C 4.01269 2.11253 1.05700 0.07 -0.56 0.57
C 4.97886 0.91921 0.85776 -0.30 1.23 0.02
C 4.31400 -0.33267 0.98973 0.18 -0.63 -0.01
N 3.84027 -1.36729 1.08856 -0.47 -0.79 0.06
H 2.81411 3.03671 2.61761 0.08 0.09 0.21
H 4.18280 1.97864 3.17316 -0.50 0.12 0.21
H 2.60822 1.28950 2.59628 0.49 0.24 -0.10
H 4.65811 2.95862 0.93852 0.23 0.86 0.27
H 3.31980 2.21407 0.23579 -0.54 -0.25 -0.15
H 5.71022 1.00026 1.65154 0.39 -0.17 0.15
H 5.49931 0.92809 -0.10246 -0.06 0.13 0.10
C 0.75623 -0.95849 1.45907 -0.24 -0.45 0.58
C -0.61234 -0.69983 0.86586 -0.04 -0.25 -0.32
C -1.30695 0.48754 1.51649 -0.03 0.35 -0.04
C -0.50875 1.71980 1.57769 -0.13 -0.51 0.02
N 0.11990 2.67668 1.62784 0.17 0.28 -0.03
H 1.27327 -1.83782 1.08915 -0.23 -0.18 -0.27
H 0.65249 -1.13053 2.54158 0.24 0.30 -0.14
H 1.43032 -0.14026 1.25312 0.12 0.39 0.20
H -1.29643 -1.53622 1.01070 0.13 -0.28 0.02
H -0.52859 -0.58349 -0.20664 -0.08 0.28 -0.36
H -1.53571 0.15821 2.52561 -0.12 0.32 0.36
H -2.24101 0.75708 1.02141 0.02 -0.18 -0.06
```
Forces are in eV/Å.

* molar mass: 822.90 g/mol
* E_tot: -94846.1635 eV
* HOMO energy: -10.23 eV
* SMILES: CCOP(=O)(OCC)OCC.CCOP(=O)(OCC)OCC.CCOP(=O)(OCC)OCC.CCCC#N.CCCC#N.CCCC#N.CCCC#N
* multiplicity: 1



Entry 2:
# C23H13Co2NO8S

C23H13Co2NO8S as an isolated structure (ωB97M-V/def2-TZVPD, the Open Molecules 2025 dataset).

Geometry as XYZ:
```
48
Properties=species:S:1:pos:R:3:forces:R:3
C 1.47994 4.57971 0.33348 -0.10 -0.21 0.16
C 0.60163 4.29374 -0.71096 0.00 -0.25 0.00
C -0.25955 3.20399 -0.61363 -0.02 -0.25 0.33
C -0.23384 2.37477 0.52942 0.35 0.19 -0.10
C -1.06335 1.11494 0.51370 0.82 0.99 0.50
C -2.39124 1.37994 -0.10401 -0.65 -0.28 -0.54
N -3.46874 1.61605 -0.48504 2.04 -0.45 0.55
S -1.37066 0.43237 2.20849 -0.79 -0.07 0.40
C -2.89377 -0.48978 2.05843 0.17 -0.20 0.21
C -4.05229 0.21031 2.39813 -0.22 -0.20 -0.19
C -5.28166 -0.43953 2.29903 0.00 -0.06 0.05
C -5.35446 -1.77308 1.87238 0.41 0.21 -0.10
C -4.16833 -2.46425 1.57238 0.02 -0.06 0.11
C -2.91311 -1.84757 1.70028 -0.35 0.34 -0.18
O -0.26865 -0.45075 2.42814 0.36 -0.35 0.21
O -1.67176 1.50353 3.13391 0.46 -0.29 -0.78
C 0.65172 2.66888 1.58327 -0.01 -0.04 -0.27
C 1.47539 3.79010 1.48672 -0.02 -0.26 -0.18
H 2.19659 5.38951 0.24017 -0.19 0.00 0.05
H 0.60154 4.88540 -1.62660 0.02 -0.08 0.30
H -0.93987 2.96522 -1.44238 0.26 0.18 0.38
H -3.98753 1.25450 2.72323 -0.03 -0.53 -0.18
H -6.17857 0.12291 2.56254 0.17 -0.29 -0.13
H -6.33041 -2.27026 1.76127 0.61 0.28 0.10
H -4.22546 -3.50769 1.24503 0.07 0.41 0.19
H -1.97944 -2.40255 1.52430 -0.51 0.35 0.05
H 0.74047 2.01069 2.45753 -0.14 0.42 -0.46
H 2.15334 3.99933 2.31230 -0.10 0.05 -0.25
O 2.29612 -4.74501 0.58281 1.32 1.74 -1.78
C 2.74595 -4.02465 -0.20886 -1.63 -1.57 1.36
Co 3.32701 -2.87869 -1.43088 0.12 -0.41 0.55
C 4.24833 -1.81375 -0.34433 1.53 1.95 1.47
O 4.85208 -1.10601 0.33277 -0.86 -1.11 -0.84
C 4.41367 -4.14236 -2.08981 1.35 -1.44 -1.89
O 5.13123 -4.93990 -2.52445 -1.35 1.53 1.11
C 1.46469 -2.19229 -1.38642 -1.94 -2.13 0.86
C 1.02474 -0.92425 -1.12893 1.27 -1.41 0.51
C -0.09688 -0.20415 -0.66531 -3.44 2.26 0.82
Co 2.17198 -0.91556 -2.52064 2.47 2.32 -0.98
C 2.95030 0.49188 -1.80250 1.19 3.14 0.99
O 3.44005 1.43712 -1.33691 -1.20 -2.40 -1.07
C 1.62917 -0.15596 -4.03575 -0.12 0.28 -2.47
O 1.41958 0.36748 -5.04353 0.13 -0.76 2.02
C 3.82534 -1.61898 -3.23160 -0.07 -0.13 -1.23
O 4.64875 -1.54277 -4.05027 -1.12 -0.31 1.70
H 0.81249 -3.07238 -1.57363 -0.07 0.83 0.49
H -0.30983 0.66733 -1.34689 -0.42 -1.83 -0.06
H -0.86269 -0.83753 -0.15638 0.21 -0.10 -1.80
```
Forces are in eV/Å.

* molar mass: 581.29 g/mol
* E_tot: -128013.1210 eV
* HOMO energy: -8.17 eV
* multiplicity: 1